DFT (ωB97M-V/def2-TZVPD) results for a structure of composition C44H42N3PS6Se2TaTe in a non-equilibrium geometry.

- E_tot (eV) = -264622.6350
- net charge = -1
- frontier orbital gap (eV) = 6.31
- relative energy (zero: lowest compared OMol25 entry of this formula, charge and spin) (kcal/mol) = 0.0
- E_LUMO (eV) = 1.561
- molar mass (g mol⁻¹) = 1302.69

Last column: Mulliken charge in e.
Positions of all 100 atoms, in Å:
1 Ta 0.18 -1.16 -1.65  0.12
2 S -3.48 2.69 -6.54  -0.30
3 C -2.85 1.65 -5.44  -0.02
4 S -3.02 1.87 -3.72  0.17
5 C -2.16 0.47 -3.21  -0.91
6 C -1.63 -0.32 -4.24  0.99
7 S -0.71 -1.76 -4.01  -0.37
8 S -1.92 0.24 -5.85  -0.15
9 S -2.01 0.12 -1.50  -0.24
10 Se 0.69 3.67 0.22  -0.54
11 P 0.44 0.57 2.18  0.27
12 Se 1.05 -1.12 0.81  -0.34
13 C 2.05 0.87 2.99  0.66
14 C 2.54 2.18 3.09  -0.28
15 C 3.73 2.42 3.77  -0.65
16 C 4.45 1.38 4.34  -0.41
17 C 3.99 0.08 4.22  -0.82
18 C 2.79 -0.18 3.55  -0.26
19 C -0.29 -0.31 3.62  0.85
20 C -0.28 -1.70 3.82  -0.27
21 C -0.90 -2.25 4.95  -0.77
22 C -1.52 -1.43 5.88  -0.49
23 C -1.52 -0.04 5.70  -0.66
24 C -0.91 0.51 4.57  -0.86
25 H 1.98 2.99 2.63  0.18
26 H 4.11 3.44 3.84  0.39
27 H 5.38 1.59 4.87  0.35
28 H 4.55 -0.75 4.65  0.39
29 H 2.45 -1.21 3.45  0.23
30 H 0.23 -2.36 3.12  0.29
31 H -0.90 -3.33 5.09  0.39
32 H -2.00 -1.87 6.75  0.37
33 H -1.99 0.61 6.42  0.39
34 H -0.91 1.59 4.42  0.45
35 Te -1.03 3.28 -1.39  0.95
36 C -1.78 5.30 -1.45  0.40
37 C -2.62 5.61 -2.53  -0.30
38 C -3.22 6.87 -2.58  -0.69
39 C -2.98 7.81 -1.59  -0.48
40 C -2.14 7.49 -0.53  -0.58
41 C -1.54 6.24 -0.46  -0.26
42 C -2.69 2.90 -0.10  0.47
43 C -2.51 2.39 1.18  0.20
44 C -3.63 2.02 1.94  -0.39
45 C -4.91 2.19 1.42  -0.67
46 C -5.07 2.71 0.14  -0.82
47 C -3.97 3.07 -0.63  -0.40
48 H -2.80 4.89 -3.32  0.37
49 H -3.88 7.10 -3.41  0.41
50 H -3.46 8.78 -1.63  0.34
51 H -1.95 8.21 0.27  0.38
52 H -0.86 5.97 0.36  0.23
53 H -1.48 2.30 1.57  0.04
54 H -3.47 1.62 2.94  0.44
55 H -5.77 1.89 2.02  0.37
56 H -6.07 2.84 -0.28  0.40
57 H -4.13 3.49 -1.62  0.29
58 C 5.14 3.27 -1.84  -1.22
59 C 4.45 1.97 -2.06  0.84
60 C 5.05 0.71 -1.91  -1.20
61 C 4.23 -0.39 -1.92  0.15
62 N 2.88 -0.31 -2.10  0.04
63 C 2.45 0.94 -2.34  -0.10
64 S 0.76 1.04 -2.64  -0.17
65 N 3.14 2.06 -2.33  -0.32
66 H 6.15 3.28 -2.28  0.39
67 H 5.29 3.45 -0.75  0.23
68 H 4.53 4.08 -2.26  0.32
69 H 6.12 0.61 -1.77  0.37
70 H 4.59 -1.40 -1.75  0.23
71 C 3.15 -3.72 -0.87  -0.86
72 C 2.53 -4.55 -1.99  0.47
73 C 2.49 -3.80 -3.32  -0.99
74 C 1.20 -5.10 -1.56  0.41
75 C 1.09 -6.48 -1.47  -0.96
76 C -0.05 -7.11 -1.01  -1.17
77 C -1.10 -6.32 -0.57  -0.91
78 C -1.06 -4.93 -0.60  -0.39
79 C -2.18 -4.23 0.12  1.16
80 C -2.87 -3.08 -0.61  -1.32
81 C -1.63 -3.80 1.48  -1.26
82 C 0.08 -4.28 -1.16  0.71
83 N 0.13 -2.93 -1.30  1.17
84 H 4.22 -3.51 -1.06  0.41
85 H 3.07 -4.22 0.10  0.30
86 H 2.63 -2.75 -0.78  -0.20
87 H 3.16 -5.45 -2.13  0.51
88 H 1.84 -2.91 -3.26  -0.09
89 H 2.09 -4.43 -4.13  0.29
90 H 3.50 -3.47 -3.61  0.40
91 H 1.96 -7.07 -1.76  0.32
92 H -0.13 -8.19 -0.97  0.36
93 H -2.01 -6.78 -0.16  0.30
94 H -2.92 -5.02 0.31  0.62
95 H -2.49 -2.10 -0.28  -0.06
96 H -3.95 -3.07 -0.39  0.38
97 H -2.76 -3.11 -1.70  0.30
98 H -0.81 -3.07 1.35  -0.16
99 H -1.21 -4.65 2.06  0.44
100 H -2.39 -3.30 2.10  0.38

DFT (ωB97M-V/def2-TZVPD) results for a structure of composition C44H44AsClF2N4O4Ti in a non-equilibrium geometry.

- E_tot (eV) = -162404.8429
- 2S+1 = 3
- frontier orbital gap (spin up / spin down) (eV) = 4.48 / 7.78
- relative energy (zero: lowest compared OMol25 entry of this formula, charge and spin) (kcal/mol) = 13.1
- E_LUMO (spin up / spin down) (eV) = 0.207 / 0.211
- molar mass (g mol⁻¹) = 889.10

Last column: Mulliken spin population.
Positions of all 101 atoms, in Å:
1 Ti -0.74 1.12 0.46  0.98
2 C -0.97 2.66 -2.80  -0.01
3 C -0.09 3.69 -2.10  0.01
4 N 0.23 3.30 -0.73  0.01
5 C 0.02 4.36 0.26  0.01
6 C -1.47 4.61 0.47  0.02
7 N -2.21 3.35 0.63  0.03
8 C -3.42 3.23 -0.17  0.01
9 C -3.11 3.13 -1.65  0.00
10 N -2.03 2.18 -1.92  -0.01
11 H -0.36 1.80 -3.07  0.00
12 H -1.36 3.10 -3.73  0.00
13 H -0.60 4.66 -2.08  0.00
14 H 0.81 3.84 -2.69  0.00
15 H 1.16 2.92 -0.64  0.01
16 H 0.50 5.30 -0.03  0.00
17 H 0.49 4.02 1.18  -0.01
18 H -1.88 5.16 -0.37  0.00
19 H -1.60 5.25 1.35  0.00
20 H -2.44 3.20 1.61  0.00
21 H -4.12 4.07 -0.01  0.00
22 H -3.92 2.32 0.16  0.00
23 H -2.81 4.11 -2.04  0.00
24 H -4.02 2.86 -2.19  0.00
25 H -2.40 1.31 -2.28  0.00
26 F -4.85 -2.16 -1.35  0.00
27 C -4.16 -1.62 -0.30  0.03
28 C -3.27 -0.60 -0.54  -0.01
29 C -2.51 -0.05 0.50  0.08
30 C -2.79 -0.48 1.82  0.01
31 C -3.67 -1.54 1.99  0.00
32 F -3.90 -2.06 3.23  0.00
33 C -4.37 -2.14 0.95  0.01
34 C -2.17 0.30 2.91  0.32
35 C -2.41 0.17 4.26  -0.17
36 C -1.87 1.06 5.19  0.33
37 C -1.09 2.13 4.69  -0.08
38 C -0.88 2.23 3.35  0.19
39 N -1.37 1.35 2.42  0.17
40 H -3.16 -0.27 -1.56  0.01
41 H -5.05 -2.96 1.14  0.00
42 H -3.03 -0.64 4.60  -0.02
43 H -2.06 0.95 6.25  0.04
44 H -0.67 2.88 5.35  0.00
45 H -0.27 3.04 2.95  0.02
46 O 0.09 0.16 -1.17  0.00
47 As -0.18 -1.25 -2.03  -0.01
48 C -0.86 -2.75 -1.08  0.00
49 C -1.39 -3.82 -1.81  0.00
50 C -1.81 -4.95 -1.13  0.00
51 C -1.69 -5.02 0.25  0.00
52 C -1.14 -3.96 0.96  0.00
53 C -0.71 -2.81 0.30  0.02
54 C -1.15 -0.99 -3.65  0.00
55 C -2.48 -1.37 -3.79  0.00
56 C -3.14 -1.11 -4.99  0.00
57 C -2.47 -0.48 -6.02  0.00
58 C -1.14 -0.11 -5.88  0.00
59 C -0.48 -0.37 -4.69  0.00
60 C 1.57 -1.76 -2.58  0.00
61 C 2.65 -1.12 -1.98  0.00
62 C 3.94 -1.50 -2.32  0.00
63 C 4.14 -2.50 -3.26  0.00
64 C 3.06 -3.14 -3.86  0.00
65 C 1.77 -2.77 -3.52  0.00
66 H -1.49 -3.77 -2.88  0.00
67 H -2.24 -5.78 -1.68  0.00
68 H -2.02 -5.90 0.78  0.00
69 H -1.05 -4.01 2.04  0.00
70 H -0.29 -1.99 0.85  0.01
71 H -3.02 -1.85 -2.98  0.00
72 H -4.18 -1.40 -5.10  0.00
73 H -2.98 -0.27 -6.95  0.00
74 H -0.61 0.38 -6.69  0.00
75 H 0.57 -0.09 -4.58  0.00
76 H 2.47 -0.35 -1.24  0.00
77 H 4.78 -1.01 -1.85  0.00
78 H 5.15 -2.80 -3.52  0.00
79 H 3.23 -3.92 -4.59  0.00
80 H 0.93 -3.27 -3.99  0.00
81 C 6.11 1.33 3.13  0.00
82 C 5.69 -0.08 3.45  0.00
83 C 6.57 -0.99 4.02  0.00
84 C 6.16 -2.28 4.31  0.00
85 Cl 7.29 -3.40 5.04  0.00
86 C 4.87 -2.70 4.03  0.00
87 C 3.99 -1.80 3.45  0.00
88 C 4.39 -0.50 3.18  0.00
89 O 3.57 0.40 2.56  0.00
90 C 2.25 0.57 3.09  -0.01
91 C 1.34 0.70 1.89  0.01
92 O 0.60 -0.26 1.56  0.02
93 O 1.31 1.79 1.25  -0.03
94 H 7.18 1.46 3.33  0.00
95 H 5.56 2.05 3.74  0.00
96 H 5.91 1.57 2.09  0.00
97 H 7.59 -0.69 4.25  0.00
98 H 4.57 -3.71 4.25  0.00
99 H 2.98 -2.12 3.20  0.00
100 H 2.19 1.47 3.70  -0.01
101 H 1.94 -0.29 3.68  0.00

Q: The highest molar mass belongs to which entry?
A: C44H42N3PS6Se2TaTe

Q: The highest relative energy (zero: lowest compared OMol25 entry of this formula, charge and spin) belongs to which entry?
A: C44H44AsClF2N4O4Ti

Q: Among the records above, which one has the highest relative energy (zero: lowest compared OMol25 entry of this formula, charge and spin)?
A: C44H44AsClF2N4O4Ti